Record 1
{
  "formula": "C55H141N3O31",
  "method": "the ωB97M-V functional and the def2-TZVPD basis",
  "homo_energy_ev": -8.05,
  "e_tot_ha": -4676.2333,
  "species": ["C", "C", "C", "C", "C", "C", "N", "O", "C", "C", "C", "H", "H", "H", "H", "H", "H", "H", "H", "H", "H", "H", "H", "H", "H", "H", "H", "H", "H", "H", "C", "C", "C", "C", "C", "C", "N", "O", "C", "C", "C", "H", "H", "H", "H", "H", "H", "H", "H", "H", "H", "H", "H", "H", "H", "H", "H", "H", "H", "H", "C", "C", "C", "C", "C", "C", "N", "O", "C", "C", "C", "H", "H", "H", "H", "H", "H", "H", "H", "H", "H", "H", "H", "H", "H", "H", "H", "H", "H", "H", "C", "C", "O", "O", "H", "H", "H", "H", "H", "H", "C", "C", "O", "O", "H", "H", "H", "H", "H", "H", "C", "C", "O", "O", "H", "H", "H", "H", "H", "H", "C", "C", "O", "O", "H", "H", "H", "H", "H", "H", "C", "C", "O", "O", "H", "H", "H", "H", "H", "H", "C", "C", "O", "O", "H", "H", "H", "H", "H", "H", "C", "C", "O", "O", "H", "H", "H", "H", "H", "H", "C", "C", "O", "O", "H", "H", "H", "H", "H", "H", "C", "C", "O", "O", "H", "H", "H", "H", "H", "H", "C", "C", "O", "O", "H", "H", "H", "H", "H", "H", "C", "C", "O", "O", "H", "H", "H", "H", "H", "H", "C", "C", "O", "O", "H", "H", "H", "H", "H", "H", "C", "C", "O", "O", "H", "H", "H", "H", "H", "H", "C", "C", "O", "O", "H", "H", "H", "H", "H", "H"],
  "xyz": [[-6.971, 0.748, -6.750], [-6.993, 1.981, -5.856], [-7.772, 1.511, -4.480], [-7.647, 2.503, -3.363], [-6.155, 2.707, -3.087], [-5.379, 3.339, -4.220], [-5.636, 2.414, -5.335], [-4.753, 2.566, -6.386], [-5.641, 4.830, -4.363], [-3.896, 3.155, -3.836], [-7.768, 3.085, -6.627], [-6.220, 0.042, -6.393], [-6.550, 1.037, -7.712], [-7.999, 0.385, -6.780], [-8.833, 1.434, -4.719], [-7.423, 0.512, -4.219], [-8.207, 2.067, -2.536], [-8.140, 3.453, -3.573], [-5.686, 1.788, -2.735], [-6.164, 3.390, -2.237], [-5.326, 5.252, -3.408], [-4.991, 5.267, -5.122], [-6.677, 5.110, -4.553], [-3.335, 3.691, -4.601], [-3.718, 3.598, -2.856], [-3.605, 2.120, -3.657], [-8.142, 3.836, -5.931], [-8.626, 2.683, -7.165], [-7.150, 3.593, -7.367], [-4.130, 1.855, -6.219], [-1.995, -0.745, 1.086], [-0.778, -1.744, 1.011], [-0.932, -2.501, -0.254], [-0.497, -1.749, -1.519], [0.882, -1.191, -1.394], [1.097, -0.249, -0.142], [0.524, -1.026, 1.032], [0.734, -0.322, 2.218], [2.641, -0.114, 0.055], [0.404, 1.118, -0.449], [-0.846, -2.661, 2.251], [-2.531, -0.700, 0.138], [-1.833, 0.248, 1.505], [-2.613, -1.188, 1.867], [-0.307, -3.392, -0.192], [-1.949, -2.890, -0.314], [-1.140, -0.899, -1.746], [-0.613, -2.461, -2.337], [1.056, -0.628, -2.311], [1.646, -1.969, -1.381], [2.859, 0.510, 0.921], [2.926, -1.150, 0.240], [3.052, 0.322, -0.856], [0.450, 1.808, 0.393], [0.835, 1.529, -1.362], [-0.681, 1.114, -0.553], [-1.821, -3.099, 2.461], [-0.551, -2.117, 3.149], [-0.156, -3.501, 2.173], [0.097, 0.387, 2.107], [2.255, 7.204, 4.427], [1.787, 5.941, 3.593], [0.683, 5.182, 4.311], [-0.698, 5.804, 4.245], [-0.997, 6.080, 2.669], [0.071, 6.840, 1.897], [1.382, 6.305, 2.215], [2.448, 6.865, 1.489], [-0.260, 6.684, 0.337], [0.029, 8.343, 2.249], [2.903, 4.985, 3.459], [2.365, 7.054, 5.501], [1.636, 8.086, 4.264], [3.217, 7.430, 3.966], [0.599, 4.230, 3.788], [0.853, 5.032, 5.378], [-0.814, 6.672, 4.894], [-1.412, 5.145, 4.737], [-1.883, 6.713, 2.730], [-1.256, 5.167, 2.133], [0.555, 7.130, -0.232], [-0.362, 5.618, 0.133], [-1.088, 7.344, 0.077], [-0.439, 8.628, 3.191], [0.990, 8.854, 2.202], [-0.466, 8.937, 1.481], [2.729, 4.234, 2.688], [3.138, 4.521, 4.417], [3.859, 5.438, 3.199], [2.836, 6.104, 1.052], [-3.249, -5.902, 8.388], [-3.932, -5.155, 7.150], [-5.110, -4.526, 7.553], [-2.872, -4.971, 9.347], [-2.348, -6.331, 7.951], [-3.818, -6.737, 8.797], [-4.231, -5.801, 6.325], [-3.317, -4.392, 6.673], [-4.810, -3.757, 8.043], [-2.905, -4.106, 8.931], [2.932, -5.960, -4.005], [1.680, -6.677, -3.467], [1.557, -8.023, -3.959], [2.618, -5.614, -5.362], [3.819, -6.594, -4.010], [3.162, -5.090, -3.390], [0.790, -6.115, -3.749], [1.887, -6.614, -2.398], [1.584, -7.971, -4.917], [3.449, -5.303, -5.730], [4.256, -4.560, 2.941], [4.872, -3.456, 3.828], [3.999, -2.521, 4.447], [3.695, -4.103, 1.753], [3.468, -4.984, 3.564], [4.892, -5.419, 2.728], [5.639, -2.873, 3.319], [5.364, -3.965, 4.656], [3.433, -2.103, 3.794], [3.062, -3.459, 2.078], [5.968, 5.400, -1.753], [7.324, 6.128, -1.504], [8.438, 5.233, -1.367], [5.576, 4.422, -0.831], [6.129, 4.754, -2.615], [5.143, 6.073, -1.988], [7.257, 6.811, -0.657], [7.527, 6.870, -2.275], [8.382, 4.628, -0.624], [6.328, 3.828, -0.776], [8.175, 1.568, 2.086], [9.613, 1.277, 2.434], [10.066, -0.037, 2.381], [8.124, 1.452, 0.647], [7.970, 2.595, 2.390], [7.437, 0.935, 2.578], [9.823, 1.542, 3.470], [10.246, 1.903, 1.805], [10.501, -0.255, 3.208], [8.710, 0.725, 0.426], [8.406, -4.176, -0.319], [9.513, -4.936, -1.136], [9.503, -6.331, -0.882], [7.111, -4.581, -0.801], [8.491, -3.092, -0.404], [8.476, -4.273, 0.764], [10.481, -4.447, -1.021], [9.371, -4.649, -2.178], [10.258, -6.787, -1.261], [6.413, -4.253, -0.230], [-5.103, -4.397, -4.436], [-6.182, -5.250, -5.028], [-6.977, -6.010, -4.093], [-3.940, -5.148, -4.058], [-5.453, -3.862, -3.553], [-4.750, -3.690, -5.186], [-5.741, -5.921, -5.766], [-6.768, -4.569, -5.643], [-6.501, -6.724, -3.662], [-4.197, -5.695, -3.312], [6.455, 0.127, -5.373], [7.219, -0.924, -4.631], [8.577, -0.824, -5.031], [5.088, 0.317, -4.991], [6.463, 0.023, -6.458], [6.874, 1.120, -5.210], [6.858, -1.935, -4.820], [7.291, -0.627, -3.585], [8.874, 0.071, -4.853], [4.506, -0.151, -5.593], [-3.664, -0.007, 7.318], [-2.261, 0.667, 7.367], [-2.242, 1.619, 8.472], [-4.023, -0.738, 8.396], [-3.742, -0.727, 6.503], [-4.385, 0.772, 7.069], [-1.851, 1.107, 6.459], [-1.504, -0.072, 7.633], [-2.321, 1.081, 9.263], [-4.413, -0.218, 9.102], [-5.682, -7.463, 0.351], [-5.304, -7.296, 1.749], [-4.718, -8.480, 2.335], [-4.553, -7.409, -0.426], [-6.429, -6.735, 0.035], [-6.152, -8.389, 0.019], [-6.225, -7.112, 2.301], [-4.694, -6.411, 1.933], [-5.221, -8.606, 3.143], [-3.904, -7.991, -0.024], [1.966, -3.874, 8.939], [2.291, -5.398, 9.376], [3.607, -5.830, 8.843], [1.608, -3.877, 7.536], [2.839, -3.221, 8.917], [1.288, -3.322, 9.591], [1.461, -6.030, 9.059], [2.284, -5.356, 10.466], [3.637, -5.492, 7.945], [2.338, -3.506, 7.034], [0.776, -0.984, -7.637], [-0.724, -0.878, -7.339], [-0.971, 0.001, -6.265], [1.493, -1.616, -6.572], [1.322, -0.071, -7.877], [0.975, -1.503, -8.574], [-1.033, -1.876, -7.028], [-1.439, -0.637, -8.125], [-0.254, -0.190, -5.655], [1.328, -2.560, -6.528], [-7.070, 3.678, 3.565], [-8.585, 3.445, 3.921], [-9.309, 2.984, 2.806], [-6.334, 2.469, 3.686], [-6.507, 4.395, 4.162], [-6.957, 4.039, 2.542], [-9.037, 4.383, 4.242], [-8.568, 2.667, 4.684], [-10.250, 2.951, 2.994], [-6.621, 1.836, 3.024], [0.804, 4.093, -7.160], [1.316, 4.010, -5.725], [2.756, 3.907, -5.643], [1.206, 5.267, -7.717], [-0.285, 4.043, -7.169], [1.180, 3.415, -7.926], [0.828, 3.223, -5.150], [0.903, 4.902, -5.254], [2.927, 3.013, -5.338], [2.092, 5.475, -7.414]],
  "lowdin_charge": [-0.056, -0.440, -0.131, -0.193, -0.160, -0.530, -0.122, -0.020, -0.018, -0.040, -0.033, 0.080, 0.079, 0.088, 0.108, 0.113, 0.111, 0.106, 0.122, 0.116, 0.084, 0.086, 0.073, 0.081, 0.084, 0.087, 0.062, 0.077, 0.083, 0.101, -0.014, -0.500, -0.155, -0.181, -0.149, -0.441, -0.115, -0.025, -0.017, -0.026, -0.032, 0.079, 0.070, 0.069, 0.121, 0.128, 0.103, 0.115, 0.112, 0.114, 0.075, 0.073, 0.086, 0.070, 0.083, 0.065, 0.080, 0.077, 0.077, 0.070, -0.001, -0.512, -0.169, -0.145, -0.104, -0.495, -0.123, -0.005, -0.012, -0.046, -0.067, 0.080, 0.059, 0.071, 0.116, 0.122, 0.100, 0.100, 0.110, 0.106, 0.071, 0.073, 0.075, 0.077, 0.077, 0.070, 0.094, 0.095, 0.081, 0.100, -0.233, -0.239, -0.066, -0.057, 0.102, 0.118, 0.111, 0.114, 0.068, 0.072, -0.234, -0.226, -0.065, -0.087, 0.121, 0.111, 0.116, 0.115, 0.076, 0.077, -0.260, -0.236, -0.062, -0.053, 0.114, 0.124, 0.113, 0.116, 0.074, 0.067, -0.248, -0.219, -0.067, -0.067, 0.112, 0.121, 0.107, 0.116, 0.071, 0.068, -0.209, -0.288, -0.053, -0.081, 0.118, 0.118, 0.120, 0.124, 0.089, 0.070, -0.216, -0.239, -0.052, -0.075, 0.102, 0.108, 0.107, 0.107, 0.084, 0.070, -0.248, -0.242, -0.063, -0.073, 0.121, 0.118, 0.119, 0.117, 0.076, 0.068, -0.255, -0.240, -0.078, -0.075, 0.125, 0.120, 0.128, 0.122, 0.081, 0.072, -0.295, -0.190, -0.086, -0.044, 0.117, 0.121, 0.115, 0.106, 0.066, 0.099, -0.305, -0.244, -0.061, -0.053, 0.126, 0.127, 0.118, 0.127, 0.078, 0.092, -0.199, -0.165, -0.087, -0.099, 0.108, 0.104, 0.105, 0.102, 0.057, 0.064, -0.231, -0.239, -0.069, -0.075, 0.116, 0.113, 0.110, 0.122, 0.068, 0.084, -0.222, -0.237, -0.074, -0.085, 0.116, 0.111, 0.112, 0.113, 0.085, 0.082, -0.294, -0.217, -0.061, -0.058, 0.120, 0.116, 0.111, 0.119, 0.074, 0.088]
}

***

Record 2
{
  "formula": "C31H29CrO4Si",
  "method": "the ωB97M-V functional and the def2-TZVPD basis",
  "homo_energy_ev": [-12.45, -14.18],
  "total_charge": 2,
  "e_tot_ha": -2832.9652,
  "multiplicity": 4,
  "s_squared": 3.834,
  "species": ["C", "Si", "C", "C", "O", "C", "C", "C", "C", "H", "H", "H", "H", "H", "H", "H", "H", "H", "H", "H", "H", "H", "H", "O", "C", "Cr", "C", "O", "C", "O", "C", "C", "C", "C", "C", "C", "C", "C", "C", "C", "C", "C", "C", "C", "C", "C", "C", "C", "C", "C", "C", "H", "H", "H", "H", "H", "H", "H", "H", "H", "H", "H", "H", "H", "H", "H"],
  "xyz": [[-1.830, -1.596, 4.961], [-1.709, 0.066, 4.133], [-3.065, 0.358, 2.890], [-1.499, 1.444, 5.368], [-0.261, -0.093, 3.230], [0.150, 0.682, 2.239], [1.457, 0.646, 1.800], [2.054, 1.875, 1.421], [3.400, 2.039, 1.424], [-2.774, -1.673, 5.517], [-1.788, -2.410, 4.228], [-1.002, -1.732, 5.668], [-4.030, 0.450, 3.407], [-2.899, 1.280, 2.318], [-3.137, -0.475, 2.179], [-2.440, 1.600, 5.914], [-0.719, 1.197, 6.101], [-1.224, 2.390, 4.886], [-0.568, 1.408, 1.837], [2.055, -0.253, 1.960], [1.367, 2.669, 1.098], [3.860, 2.970, 1.098], [4.043, 1.243, 1.803], [-2.029, -0.593, -6.662], [-2.069, 0.022, -5.673], [-2.238, 0.745, -3.922], [-1.467, -0.881, -3.372], [-1.054, -1.933, -3.085], [-3.872, -0.240, -3.928], [-4.763, -0.984, -4.022], [-2.836, 2.793, -4.315], [-1.484, 2.628, -4.647], [-0.597, 2.076, -3.715], [-1.016, 1.764, -2.403], [-0.104, 1.104, -1.481], [0.650, 0.246, -1.031], [1.498, -0.722, -0.482], [0.837, -1.840, 0.204], [-0.568, -1.727, 0.385], [-1.311, -2.689, 1.060], [-0.690, -3.865, 1.492], [0.691, -4.007, 1.324], [1.460, -2.964, 0.796], [2.911, -0.597, -0.849], [3.334, 0.645, -1.398], [4.661, 0.903, -1.729], [5.630, -0.088, -1.544], [5.242, -1.331, -1.030], [3.906, -1.597, -0.724], [-2.389, 1.878, -2.110], [-3.287, 2.415, -3.043], [-3.538, 3.189, -5.055], [-1.121, 2.889, -5.643], [0.441, 1.863, -3.983], [-1.084, -0.845, 0.001], [-2.371, -2.512, 1.236], [-1.281, -4.644, 1.977], [1.184, -4.927, 1.642], [2.542, -3.032, 0.871], [2.603, 1.448, -1.518], [4.936, 1.887, -2.108], [6.673, 0.111, -1.791], [5.991, -2.106, -0.863], [3.628, -2.602, -0.425], [-2.741, 1.524, -1.137], [-4.344, 2.508, -2.782]],
  "nbo_charge": [-1.141, 1.846, -1.153, -1.146, -0.706, 0.345, -0.154, -0.242, -0.155, 0.264, 0.250, 0.262, 0.276, 0.231, 0.243, 0.272, 0.265, 0.247, 0.191, 0.259, 0.233, 0.229, 0.219, -0.371, 0.744, -0.674, 0.749, -0.421, 0.743, -0.379, -0.188, -0.134, -0.227, -0.005, -0.137, 0.188, -0.124, -0.113, -0.203, -0.206, -0.166, -0.204, -0.126, -0.018, -0.207, -0.215, -0.163, -0.198, -0.190, -0.177, -0.162, 0.282, 0.279, 0.279, 0.210, 0.223, 0.240, 0.242, 0.214, 0.212, 0.233, 0.240, 0.240, 0.219, 0.260, 0.278]
}

***

Record 3
{
  "formula": "C30H54Br6N6",
  "method": "the ωB97M-V functional and the def2-TZVPD basis",
  "homo_energy_ev": [-12.51, -12.37],
  "total_charge": 1,
  "e_tot_ha": -16947.6222,
  "multiplicity": 2,
  "s_squared": 0.755,
  "species": ["C", "C", "C", "C", "N", "H", "H", "H", "H", "H", "H", "H", "C", "C", "C", "C", "N", "H", "H", "H", "H", "H", "H", "H", "C", "C", "C", "C", "N", "H", "H", "H", "H", "H", "H", "H", "C", "C", "C", "C", "N", "H", "H", "H", "H", "H", "H", "H", "C", "C", "C", "C", "N", "H", "H", "H", "H", "H", "H", "H", "C", "C", "C", "C", "N", "H", "H", "H", "H", "H", "H", "H", "Br", "C", "C", "Br", "H", "H", "H", "H", "Br", "C", "C", "Br", "H", "H", "H", "H", "Br", "C", "C", "Br", "H", "H", "H", "H"],
  "xyz": [[3.840, 1.753, 5.974], [2.826, 2.843, 6.302], [1.355, 2.548, 5.909], [1.013, 2.388, 4.492], [0.739, 2.257, 3.382], [3.600, 0.832, 6.506], [4.804, 2.116, 6.330], [3.859, 1.561, 4.901], [2.935, 3.838, 5.871], [2.865, 3.112, 7.357], [0.642, 3.298, 6.249], [0.941, 1.587, 6.214], [0.594, 0.903, -3.533], [-0.844, 0.378, -3.772], [-1.721, 1.254, -4.716], [-1.571, 2.695, -4.685], [-1.480, 3.866, -4.671], [0.963, 0.402, -2.639], [0.787, 1.976, -3.556], [1.278, 0.513, -4.287], [-1.462, 0.380, -2.874], [-0.711, -0.624, -4.181], [-2.777, 1.006, -4.820], [-1.338, 0.902, -5.673], [-7.473, -1.230, -2.822], [-7.165, -1.116, -1.365], [-5.979, -0.090, -1.141], [-4.718, -0.602, -1.688], [-3.751, -0.972, -2.119], [-6.565, -0.925, -3.343], [-8.200, -0.519, -3.216], [-7.801, -2.202, -3.191], [-7.006, -2.149, -1.054], [-8.032, -0.867, -0.753], [-5.836, 0.108, -0.079], [-5.936, 0.920, -1.550], [3.221, -0.064, 1.386], [4.266, 1.128, 1.300], [5.682, 0.726, 1.767], [6.453, -0.211, 0.918], [7.054, -0.976, 0.277], [2.354, 0.311, 0.842], [2.796, -0.171, 2.384], [3.490, -0.960, 0.827], [3.998, 1.965, 1.945], [4.314, 1.632, 0.335], [5.528, 0.304, 2.760], [6.406, 1.520, 1.947], [0.715, -4.946, -0.518], [-0.034, -6.022, -1.323], [0.378, -7.518, -0.912], [1.807, -7.826, -0.851], [2.928, -8.142, -0.753], [0.438, -5.136, 0.519], [0.432, -3.946, -0.847], [1.793, -4.905, -0.675], [0.350, -5.951, -2.341], [-1.076, -5.734, -1.188], [-0.099, -8.285, -1.523], [0.094, -7.691, 0.127], [4.197, -1.253, -4.223], [4.968, -1.668, -3.002], [4.234, -2.653, -2.116], [2.814, -2.141, -1.688], [1.802, -1.779, -1.337], [3.440, -0.486, -4.062], [3.709, -2.029, -4.813], [4.937, -1.063, -5.000], [5.315, -0.894, -2.317], [5.858, -2.153, -3.405], [4.657, -2.804, -1.123], [4.148, -3.659, -2.527], [-0.378, 6.796, 0.057], [-1.379, 5.130, 0.334], [-0.331, 4.075, 0.838], [0.937, 3.479, -0.516], [-1.917, 4.729, -0.525], [-2.126, 5.520, 1.025], [-0.909, 3.204, 1.147], [0.226, 4.422, 1.708], [-3.864, 4.747, 3.795], [-5.002, 3.289, 2.974], [-5.578, 3.834, 1.674], [-6.960, 2.554, 1.019], [-5.823, 3.105, 3.667], [-4.437, 2.386, 2.739], [-4.881, 4.125, 0.889], [-6.062, 4.780, 1.917], [-1.626, -1.847, 2.836], [-0.399, -1.007, 1.479], [-1.222, -0.259, 0.460], [-2.497, 1.096, 1.246], [0.273, -1.731, 1.017], [0.227, -0.291, 2.012], [-1.788, -1.006, -0.097], [-0.527, 0.208, -0.238]],
  "mulliken_spin": [0.000, 0.000, 0.000, -0.001, 0.000, 0.000, 0.000, 0.000, 0.000, 0.000, 0.000, 0.000, 0.000, 0.001, 0.000, 0.000, 0.000, 0.001, 0.000, 0.000, -0.001, 0.000, 0.000, 0.000, 0.000, 0.000, 0.000, 0.000, 0.000, 0.000, 0.000, 0.000, 0.000, 0.000, 0.000, 0.000, -0.002, 0.000, 0.000, 0.000, 0.000, 0.002, 0.000, 0.000, 0.000, 0.000, 0.000, 0.000, 0.000, 0.000, 0.000, 0.000, 0.000, 0.000, 0.000, 0.000, 0.000, 0.000, 0.000, 0.000, 0.000, 0.000, 0.000, 0.000, 0.000, 0.000, 0.000, 0.000, 0.000, 0.000, 0.000, 0.000, 0.261, 0.009, -0.017, 0.514, 0.007, 0.011, 0.057, 0.011, 0.001, 0.000, 0.000, 0.000, 0.000, -0.001, 0.000, 0.000, 0.014, -0.002, -0.006, 0.124, 0.000, 0.002, 0.004, 0.010]
}